7 unconnected molecules or ions with the total composition C34H40NO15 at a distorted geometry, computed with wB97M-V/def2-TZVPD.

CARTESIAN COORDINATES (ANGSTROEM)
1 N 1.149 -0.218 0.160
2 O 0.230 -0.212 0.986
3 O 2.325 -0.021 0.511
4 O 0.858 -0.315 -1.056
5 C 2.772 5.174 -2.669
6 C 3.343 4.116 -1.991
7 C 2.694 2.885 -1.939
8 C 1.447 2.737 -2.535
9 C 0.877 3.810 -3.201
10 C 1.510 5.044 -3.232
11 O 0.974 6.122 -3.914
12 O 3.356 1.828 -1.384
13 H 3.268 6.133 -2.758
14 H 4.335 4.144 -1.557
15 H 0.922 1.794 -2.425
16 H -0.099 3.720 -3.669
17 H 0.021 6.137 -3.791
18 H 2.700 1.202 -1.031
19 C -2.408 -2.179 4.712
20 C -3.590 -1.908 5.382
21 C -4.550 -1.096 4.779
22 C -4.358 -0.595 3.506
23 C -3.183 -0.896 2.834
24 C -2.182 -1.638 3.449
25 O -0.964 -1.814 2.844
26 O -5.738 -0.800 5.419
27 H -1.649 -2.813 5.155
28 H -3.668 -2.148 6.437
29 H -5.127 0.001 3.032
30 H -3.058 -0.552 1.812
31 H -0.882 -1.044 2.261
32 H -5.639 -0.869 6.372
33 C -2.955 0.335 -0.463
34 C -4.099 0.793 0.179
35 C -4.970 -0.118 0.763
36 C -4.727 -1.480 0.686
37 C -3.626 -1.944 -0.026
38 C -2.739 -1.036 -0.590
39 O -1.609 -1.509 -1.209
40 O -6.051 0.380 1.442
41 H -2.302 1.058 -0.933
42 H -4.283 1.853 0.294
43 H -5.402 -2.184 1.161
44 H -3.368 -2.984 -0.188
45 H -0.834 -0.982 -0.927
46 H -6.574 -0.334 1.819
47 C 7.761 -2.218 -1.103
48 C 6.406 -2.505 -1.072
49 C 5.488 -1.496 -0.818
50 C 5.924 -0.179 -0.740
51 C 7.283 0.115 -0.820
52 C 8.199 -0.909 -0.944
53 O 9.545 -0.593 -0.934
54 O 4.193 -1.852 -0.659
55 H 8.491 -3.020 -1.164
56 H 6.021 -3.515 -1.127
57 H 5.248 0.651 -0.587
58 H 7.651 1.130 -0.740
59 H 10.050 -1.402 -1.054
60 H 3.650 -1.164 -0.236
61 C 1.160 -3.648 -4.345
62 C 0.540 -3.631 -3.114
63 C -0.595 -4.395 -2.882
64 C -1.065 -5.224 -3.884
65 C -0.394 -5.334 -5.090
66 C 0.698 -4.507 -5.325
67 O 1.410 -4.586 -6.510
68 O -1.248 -4.382 -1.677
69 H 2.051 -3.083 -4.585
70 H 0.899 -3.009 -2.300
71 H -1.921 -5.857 -3.676
72 H -0.712 -6.076 -5.813
73 H 0.947 -5.196 -7.091
74 H -1.238 -3.463 -1.368
75 C 0.308 3.223 0.994
76 O -0.448 3.594 2.115
77 C -1.296 2.549 2.490
78 C -2.121 2.885 3.726
79 O -2.718 4.148 3.575
80 C -3.950 4.238 4.257
81 H 1.009 2.401 1.199
82 H 0.876 4.078 0.632
83 H -0.300 2.861 0.149
84 H -0.739 1.618 2.670
85 H -2.033 2.315 1.697
86 H -1.418 2.875 4.572
87 H -2.871 2.095 3.819
88 H -4.685 3.513 3.884
89 H -4.396 5.210 4.032
90 H -3.807 4.167 5.340

Output
Charge = -1
LUMO energy = 0.0797 hartree
HOMO energy = -5.6 eV
Relative energy (zero: lowest compared OMol25 entry of this formula, charge and spin) = 0.0 kcal/mol
Kohn-Sham gap = 0.28646 hartree
2S+1 = 1